[1]
Molecular formula: CH5PS2
Method: DFT, ωB97M-V/def2-TZVPD

- SMILES string: C[P@@H](=S)S
- ΔE to the lowest compared entry with this formula, charge and spin: 98.3 kJ/mol

Element x y z (Å)
C -0.57704 1.05127 0.29712
P 0.60328 -0.09413 -0.52099
S 2.47723 0.07496 0.04640
S -0.58832 -2.16390 -0.07820
H -0.46375 1.17892 1.36586
H -0.12662 2.05335 0.02624
H -1.53776 0.83234 -0.10434
H 0.03934 -0.21292 -1.92248
H 0.17365 -2.71989 0.89039

***

[2]
Molecular formula: C6H16
Method: DFT, ωB97M-V/def2-TZVPD

- SMILES string: CCC.CCC
- ΔE to the lowest compared entry with this formula, charge and spin: 123.3 kJ/mol

Element x y z (Å)
C -2.84840 1.20525 0.59272
C -1.65504 0.32997 0.60218
C -1.81434 -0.63859 -0.50718
H -3.54906 0.73315 1.35044
H -3.35312 1.21805 -0.33287
H -2.61566 2.18498 0.94455
H -0.84584 0.96067 0.32606
H -1.58855 -0.10169 1.62306
H -2.87428 -1.04276 -0.52685
H -1.55537 -0.12681 -1.47112
H -1.06130 -1.45481 -0.57178
C 1.42457 -1.00394 0.58080
C 1.71450 0.14020 -0.34781
C 3.16823 0.08297 -0.89254
H 0.71821 -0.95484 1.36952
H 1.18788 -1.91571 0.09128
H 2.31708 -1.42958 1.17294
H 1.08438 -0.01468 -1.29422
H 1.57140 1.09489 0.16912
H 3.54864 -0.92911 -0.94003
H 3.28639 0.54272 -1.91559
H 3.79212 0.54037 -0.16353

***

[3]
Molecular formula: C12H14FNO
Method: DFT, ωB97M-V/def2-TZVPD

- SMILES string: C/C(F)=C1\C=C2CCOC2=CC1.C=C=N
- ΔE to the lowest compared entry with this formula, charge and spin: 229.4 kJ/mol

Element x y z (Å)
C -2.09224 0.88941 -1.39964
C -1.61029 0.98479 0.03648
F -2.56396 1.28372 0.91320
C -0.34162 0.94563 0.37620
C 0.58901 0.41280 -0.61882
C 1.93242 0.33911 -0.43241
C 3.11969 -0.30080 -1.19499
C 4.23633 0.40338 -0.27039
O 3.75268 0.69514 1.01392
C 2.41032 0.79432 0.93521
C 1.61076 1.22655 1.94416
C 0.07185 1.23733 1.78456
H -2.66800 -0.13051 -1.32393
H -2.83171 1.72716 -1.49299
H -1.29082 0.99228 -2.10263
H 0.09288 0.07001 -1.50410
H 3.00117 -1.36468 -1.10111
H 3.36452 0.14381 -2.25220
H 5.07212 -0.35388 -0.09376
H 4.50596 1.37948 -0.76563
H 2.08344 1.75380 2.81645
H -0.50432 2.05239 2.23513
H -0.36043 0.38946 2.53188
C -2.45913 -1.75061 1.02621
C -3.64590 -1.24965 0.80377
N -4.70322 -0.92670 0.31642
H -1.81386 -1.16245 1.56924
H -2.09683 -2.64264 0.42662
H -5.60237 -1.33642 0.74374

***

[4]
Molecular formula: C6H9FO2
Method: DFT, ωB97M-V/def2-TZVPD

- ΔE to the lowest compared entry with this formula, charge and spin: 468.8 kJ/mol

Element x y z (Å)
C 3.39745 -1.40566 -0.33976
C 3.62255 -0.57943 0.65342
C -1.71301 0.29857 0.92947
C -0.40563 -0.48982 1.12076
C -1.66801 0.58749 -0.58904
C -0.13338 0.47238 -0.90704
O 0.39174 -0.44034 -0.05737
O -2.27711 1.74817 -1.01030
F 0.39314 1.75558 -0.66832
H 2.57402 -2.09990 -0.38113
H 4.18715 -1.66056 -0.95439
H 0.12700 0.25993 -1.99977
H -2.64075 -0.10778 1.28418
H -1.60966 1.29274 1.35853
H 0.19942 -0.20033 2.01117
H -0.51822 -1.67814 1.16576
H -2.17136 -0.29275 -1.06826
H -1.75533 2.53985 -0.54792

***

[5]
Molecular formula: C3H6N4O
Method: DFT, ωB97M-V/def2-TZVPD

- SMILES string: [H]/N=C/N(N=C)C(N)=O
- ΔE to the lowest compared entry with this formula, charge and spin: 197.2 kJ/mol

Element x y z (Å)
H -1.09949 -1.37970 -2.78299
N -0.58288 -1.29043 -1.87877
C -0.55833 -0.05446 -1.46488
N -0.08095 0.14066 -0.15344
N 0.35252 -0.69423 0.86529
C 0.14369 -1.95798 0.77627
C 0.28954 1.50114 0.22386
N 0.57341 1.72807 1.53786
O 0.39192 2.43483 -0.62339
H -0.90655 0.83440 -2.08742
H -0.08007 -2.46682 -0.09052
H 0.50061 -2.46990 1.66119
H 0.52342 0.95902 2.22305
H 0.53317 2.71540 1.79389

***

[6]
Molecular formula: C21H55N5O18
Method: DFT, ωB97M-V/def2-TZVPD

- Expectation value of S²: 0.753
- Spin multiplicity: 2
- Net charge: -1
- DFT total energy: -2460.46844 Ha

Element x y z (Å)
C -5.02553 -3.84467 -22.69988
N -6.41466 -3.83606 -23.25278
O -6.52980 -3.97872 -24.46641
O -7.35311 -3.67458 -22.48850
H -4.94939 -2.79650 -22.41067
H -4.26093 -4.16364 -23.40822
H -5.02204 -4.49746 -21.82698
C 1.43707 3.16105 -24.47730
N 1.51676 3.79534 -25.81573
O 0.70371 4.72042 -25.99946
O 2.11938 3.22496 -26.66779
H 1.65997 2.09409 -24.48062
H 0.39763 3.07694 -24.16014
H 2.14305 3.72822 -23.87067
C -1.09966 -1.23638 -22.87763
N -2.42997 -0.67570 -23.07194
O -3.23264 -1.42591 -23.61881
O -2.66261 0.45747 -22.59087
H -1.06259 -2.26117 -23.24713
H -0.92857 -1.19116 -21.80209
H -0.30325 -0.64092 -23.32401
C -1.11830 3.44089 -28.86492
N -1.68934 2.08887 -28.80511
O -1.09175 1.18688 -29.37038
O -2.67535 1.99821 -28.06027
H -0.67772 3.48455 -27.86889
H -1.87828 4.14884 -29.19560
H -0.24502 3.45076 -29.51712
C -3.28631 -7.98173 -20.32220
N -2.01912 -7.44976 -20.90552
O -1.08721 -7.23626 -20.12765
O -1.94698 -7.31079 -22.12725
H -3.15488 -8.78570 -19.59800
H -3.81430 -8.37603 -21.19044
H -3.91757 -7.12603 -20.08263
C 3.54061 0.42172 -29.10288
O 3.91455 0.92073 -27.82791
C 3.37726 0.21304 -26.66961
C 3.88614 -1.14225 -26.32591
O 3.17131 -2.12130 -27.05016
C 3.62977 -3.39848 -26.92537
H 2.53196 0.66155 -29.43933
H 3.77701 -0.64164 -29.06444
H 4.24958 0.88935 -29.78610
H 2.29455 0.31491 -26.59556
H 3.52540 0.94152 -25.87244
H 3.74686 -1.33656 -25.26245
H 4.93470 -1.29553 -26.58114
H 4.53976 -3.39742 -27.52538
H 3.04404 -4.11603 -27.49995
H 3.70485 -3.69172 -25.87824
C 1.16215 -4.68347 -21.69251
O 1.48140 -3.65603 -20.84983
C 1.39662 -3.92815 -19.45734
C -0.04177 -3.92449 -18.87597
O -0.01998 -3.60840 -17.47600
C -0.02717 -4.67756 -16.58466
H 0.14291 -5.03861 -21.54048
H 1.83870 -5.50902 -21.47147
H 1.36269 -4.36111 -22.71426
H 1.88132 -3.00002 -19.15443
H 1.97199 -4.78220 -19.10008
H -0.57823 -4.83755 -19.13413
H -0.53335 -3.10239 -19.39617
H 0.98845 -5.07140 -16.62351
H -0.80942 -5.42997 -16.68489
H -0.00865 -4.23817 -15.58732
C -5.46429 -0.85752 -27.61192
O -5.52880 -1.94515 -28.50003
C -4.69146 -3.00215 -28.14541
C -4.73604 -4.20790 -29.11276
O -3.63860 -5.08701 -28.88487
C -3.97148 -6.46013 -29.18987
H -4.44723 -0.47677 -27.70520
H -5.63459 -1.24904 -26.60902
H -6.27681 -0.19146 -27.90222
H -4.88606 -3.26244 -27.10499
H -3.69018 -2.57543 -28.08666
H -4.70531 -3.91626 -30.16257
H -5.73276 -4.58723 -28.88750
H -3.09397 -7.10550 -29.15029
H -4.30389 -6.47357 -30.22786
H -4.91257 -6.72855 -28.70986
C -1.25876 -5.09185 -24.81728
O -1.23729 -3.71138 -25.17227
C -0.40018 -3.41545 -26.29650
C -0.50008 -1.90768 -26.79763
O -0.31111 -0.99162 -25.77626
C -0.49614 0.36268 -26.14813
H -1.88468 -5.65422 -25.51014
H -1.77137 -5.19976 -23.86141
H -0.25520 -5.49432 -24.67949
H -0.80054 -3.94699 -27.15979
H 0.64289 -3.62148 -26.05639
H -1.42115 -1.78463 -27.36736
H 0.29639 -1.69465 -27.51062
H -1.57098 0.42716 -26.31743
H 0.07277 0.76555 -26.98605
H -0.11893 1.06278 -25.40270

***

no.,strongest force on any atom (eV/A)
1,3.08
2,3.44
3,3.85
4,4.02
5,3.57
6,7.13